Entry 1:
Density functional theory data (wB97M-V/def2-TZVPD) for a structure of composition H6SSi2 in a non-equilibrium geometry.

Computed properties:
LUMO energy: -1.0 eV
Gap between HOMO and LUMO: 7.8 eV
2S+1: 1
Highest occupied orbital energy: -8.77 eV
Net charge: 0
E_tot: -980.6745 Eh

Each line ends with the natural charge from an NBO analysis.
Positions of all 9 atoms, in Å:
1 Si 0.657 0.268 -1.611  0.72
2 Si -0.855 -0.276 1.808  0.84
3 S 0.234 1.653 0.005  -0.66
4 H -0.245 -0.563 -2.362  -0.18
5 H 0.917 1.365 -2.548  -0.15
6 H 1.789 -0.684 -1.000  -0.15
7 H -1.570 -0.079 3.047  -0.14
8 H 0.549 -0.861 2.012  -0.13
9 H -1.476 -0.825 0.648  -0.16

***

Entry 2:
Density functional theory data (wB97M-V/def2-TZVPD) for a structure of composition C6H12O in a non-equilibrium geometry.

Computed properties:
LUMO energy: 1.0 eV
Gap between HOMO and LUMO: 9.7 eV
2S+1: 1
Highest occupied orbital energy: -8.69 eV
Net charge: 0
E_tot: -310.9326 Eh

Each line ends with the natural charge from an NBO analysis.
Positions of all 19 atoms, in Å:
1 C -1.078 -1.751 -0.465  -0.48
2 C -0.229 -1.199 0.429  0.04
3 C 0.114 -1.418 1.850  -0.67
4 C 1.942 0.619 -0.166  -0.67
5 C -1.221 1.698 -1.268  -0.27
6 C 0.434 0.547 -0.136  0.13
7 O -0.123 0.760 -1.356  -0.55
8 H -1.138 -1.371 -1.470  0.22
9 H -1.686 -2.622 -0.151  0.20
10 H 1.253 -1.610 1.844  0.22
11 H -0.071 -0.633 2.490  0.22
12 H -0.380 -2.302 2.214  0.21
13 H 2.361 -0.323 -0.448  0.23
14 H 2.181 1.448 -0.870  0.23
15 H 2.434 1.155 0.797  0.22
16 H -1.708 1.772 -2.298  0.20
17 H -0.995 2.729 -1.003  0.18
18 H -2.022 1.295 -0.615  0.18
19 H -0.070 1.206 0.619  0.16

***

Entry 3:
Density functional theory data (wB97M-V/def2-TZVPD) for the molecule C4H8O2 in a non-equilibrium geometry.

Computed properties:
LUMO energy: 0.9 eV
Gap between HOMO and LUMO: 10.9 eV
2S+1: 1
Highest occupied orbital energy: -10.00 eV
Net charge: 0
E_tot: -307.6445 Eh
Structure (SMILES): CC(=O)CCO

Each line ends with the natural charge from an NBO analysis.
Positions of all 14 atoms, in Å:
1 C 1.929 -0.042 -0.493  -0.71
2 C 0.653 0.180 0.250  0.58
3 O 0.533 1.045 1.111  -0.62
4 C -0.469 -0.721 -0.063  -0.50
5 C -1.797 -0.065 0.321  -0.08
6 O -1.686 1.212 -0.272  -0.73
7 H 2.780 0.111 0.168  0.24
8 H 1.998 -1.007 -1.004  0.22
9 H 1.906 0.754 -1.243  0.25
10 H -0.495 -1.169 -1.070  0.24
11 H 0.158 -1.317 0.731  0.25
12 H -1.889 -0.004 1.414  0.18
13 H -2.700 -0.547 -0.079  0.19
14 H -0.923 1.570 0.228  0.48

***

Entry 4:
Density functional theory data (wB97M-V/def2-TZVPD) for a structure of composition C14H25AuGdI2NO4S2 in a non-equilibrium geometry.

Computed properties:
<S²>: 25.085
LUMO energy (alpha / beta): -13.6 / -16.2 eV
Gap between HOMO and LUMO (alpha / beta): 6.9 / 4.3 eV
2S+1: 10
Highest occupied orbital energy (alpha / beta): -20.56 / -20.50 eV
Net charge: +4
E_tot: -3195.6494 Eh

Each line ends with the Mulliken charge.
Positions of all 50 atoms, in Å:
1 I -1.394 -6.200 0.977  0.28
2 I -0.291 -4.267 -0.736  0.25
3 Au 0.620 1.794 -1.980  0.63
4 Gd 0.323 -1.515 0.379  0.54
5 S 1.735 -0.385 -1.594  -0.09
6 S -1.005 0.054 -1.253  0.08
7 C 2.069 -0.099 1.778  0.27
8 C 3.550 -0.776 -1.695  1.42
9 C -2.872 0.103 -1.155  1.70
10 C 3.881 -0.792 -3.184  -1.62
11 C 4.330 0.290 -0.940  -1.15
12 C 3.780 -2.169 -1.110  -1.52
13 C -3.361 -0.112 -2.584  -1.68
14 C -3.275 1.469 -0.613  -1.27
15 C -3.340 -1.029 -0.247  -1.52
16 C 1.903 3.193 -2.494  0.28
17 C -0.281 3.495 -2.371  0.25
18 O 2.655 0.591 2.492  -0.09
19 O 2.695 3.995 -2.746  -0.11
20 O -0.847 4.481 -2.576  -0.10
21 H 3.764 0.200 -3.635  0.37
22 H 3.218 -1.495 -3.708  0.44
23 H 4.919 -1.119 -3.333  0.49
24 H 4.169 1.279 -1.378  0.36
25 H 5.403 0.060 -1.003  0.45
26 H 4.047 0.327 0.117  0.17
27 H 3.621 -2.210 -0.023  0.30
28 H 4.826 -2.465 -1.295  0.50
29 H 3.129 -2.916 -1.589  0.40
30 H -4.457 -0.124 -2.601  0.47
31 H -2.994 -1.067 -2.977  0.44
32 H -3.014 0.689 -3.245  0.43
33 H -4.372 1.516 -0.539  0.46
34 H -2.942 2.271 -1.283  0.39
35 H -2.857 1.644 0.388  0.09
36 H -4.438 -0.997 -0.186  0.51
37 H -2.938 -0.939 0.770  0.20
38 H -3.043 -2.009 -0.644  0.39
39 C -2.293 1.074 3.117  -0.71
40 N -1.375 0.284 3.942  0.10
41 C -1.144 0.647 5.338  -0.80
42 C -0.643 -0.666 3.402  -0.04
43 O -0.742 -0.951 2.159  -0.37
44 H -2.801 1.760 3.796  0.34
45 H -3.018 0.416 2.620  0.29
46 H -1.746 1.640 2.349  0.20
47 H -1.090 -0.264 5.942  0.36
48 H -0.194 1.183 5.461  0.37
49 H -1.969 1.283 5.663  0.28
50 H 0.102 -1.176 4.025  0.56

***

> Look up the 2S+1 of the first one.

1